C4H6N2 in the gas phase in a non-equilibrium geometry, computed with ωB97M-V/def2-TZVPD.

Geometry as XYZ:
```
12
C4H6N2 | the OMol25 dataset | ωB97M-V/def2-TZVPD
H -0.1505 2.0230 0.8781
C -1.0221 1.3468 -0.9281
H -0.2954 -1.5106 -0.8898
C 0.3787 -0.1274 0.6716
C -0.0885 1.1996 0.1702
C -0.0741 -1.4818 0.1821
N -1.7587 1.5460 -1.7990
H 0.6141 -0.1223 1.7346
N 1.2792 0.7309 -0.0838
H -0.9648 -1.8129 0.7266
H 1.3613 0.4171 -1.0496
H 0.7207 -2.2083 0.3870
```

Calculated values
Total energy: -265.4785 Ha
Kohn-Sham gap: 11.00 eV
Energy relative to the best compared isomer or geometry (same formula, charge and spin): 1.553 eV
HOMO energy: -10.066 eV
Structure (SMILES): C[C@H]1N[C@H]1C#N



A molecular structure, C47H49MgN4O3P2, computed with ωB97M-V/def2-TZVPD.

Geometry as XYZ:
```
106
C47H49MgN4O3P2 | the OMol25 dataset | ωB97M-V/def2-TZVPD
C -2.8401 -0.5291 3.0566
C 0.8360 2.5706 -4.2299
H -2.1495 4.3131 -2.2315
C -2.8865 -0.5640 4.4482
C 2.7401 -6.0489 -1.7926
H -3.1791 -1.2031 -0.6984
H 4.0100 -4.3618 -1.4287
C 4.3748 -1.8448 0.4086
C 3.4298 1.0774 -3.1178
C -0.8869 2.3447 -5.8864
H -5.4205 1.6151 5.0051
H -3.2698 -3.1584 3.5601
C -2.4971 -0.9499 -1.5158
H -0.2167 -6.1258 3.9677
H -3.6858 0.3332 1.2975
H -0.3848 3.0083 -1.0840
O -1.2336 -1.5352 -1.3045
H -0.8962 2.8883 3.5306
N -1.3737 1.2088 -1.1959
C -0.0364 -3.0402 2.5831
H 1.5344 3.1931 2.7082
C -2.2701 3.2501 -2.0777
H -1.7768 0.4023 -6.0644
C 2.9913 -4.7039 -1.5587
H -2.1930 -1.1947 4.9912
H 3.8846 1.9147 -1.2009
C -0.5324 -5.1461 3.6330
C 5.1849 1.1605 -4.7614
N -1.2725 -0.7076 1.2472
C 1.7029 -1.2310 -2.7284
C -3.8018 0.2131 5.1470
C 4.2545 1.7150 -2.1981
C -0.3104 2.1211 3.0180
H -0.2121 -3.5617 -1.5477
C -3.3948 2.5732 -2.5290
C -3.4684 1.2090 -2.3361
H 3.5629 -6.7492 -1.8459
C -2.2435 -3.4703 3.4089
H -1.0869 -1.5410 -0.3182
N -0.6220 2.0893 1.5767
C -4.6663 1.0562 3.0722
C 6.6327 -1.5268 -0.3463
C 4.8477 -1.6591 -1.9494
H 5.5473 0.9518 -5.7591
C 3.8944 0.8085 -4.4053
C 6.0094 1.7960 -3.8379
H 4.5224 -1.6525 -2.9820
H 7.6856 -1.4097 -0.1259
H 6.1878 2.5761 -1.8486
H -0.6149 1.1583 3.4350
H 0.1747 4.1694 -5.4886
C -1.2930 2.5257 -1.4282
C 6.1972 -1.5132 -1.6643
H -2.5554 -5.3960 4.2989
H 3.0582 1.2937 3.2906
C 0.6146 -4.2566 -1.6352
H 3.6627 -1.9976 1.2120
H -4.1894 3.1007 -3.0404
H -0.4073 -0.5923 -4.2921
C 5.5450 2.0782 -2.5622
H 6.9063 -1.3869 -2.4716
C -1.3457 -2.6100 2.7827
H -2.9152 -1.3685 -2.4336
C 3.9296 -1.8123 -0.9138
Mg 0.1347 0.2402 0.2847
N 1.9608 0.7548 1.5465
H 0.6459 -2.3823 2.0620
C 0.6845 1.2238 -3.8847
H -5.3668 1.6795 2.5306
H 0.6536 -1.5194 -2.8415
H 2.5536 -0.0470 1.3535
C 1.1721 2.3304 3.2819
C 1.9300 -3.8052 -1.4824
H -4.3115 0.6388 -2.7052
H -0.6421 -5.9540 -1.9793
C -1.7663 -1.2503 2.2651
C -1.8427 -4.7337 3.8245
O 1.4978 1.0428 -1.2098
H -3.8161 0.1859 6.2290
C -4.6984 1.0202 4.4613
H 1.3942 -4.6150 2.8517
C 2.0275 1.1124 2.9731
C -0.2632 0.4482 -4.5483
H -0.5603 3.0309 1.1993
H 7.0151 2.0777 -4.1210
P 1.7803 0.5782 -2.6159
H 1.3068 2.5832 4.3354
H 6.0682 -1.7262 1.7162
O 1.3344 -1.5375 -0.0561
C 0.0512 3.1280 -5.2232
C -2.4346 0.5539 -1.6745
H 1.5779 3.1795 -3.7257
H 1.2441 -7.5425 -2.1303
H -1.5864 1.7860 1.4638
C 1.4363 -6.4930 -1.9496
H 1.6543 0.2594 3.5460
P 2.1775 -2.0607 -1.1844
H -1.4914 2.7768 -6.6729
H 2.2775 -1.6021 -3.5786
C 5.7241 -1.6985 0.6909
C 0.3715 -4.2937 3.0094
C -3.7364 0.2949 2.3805
C -1.0454 1.0100 -5.5489
C 0.3739 -5.5997 -1.8683
H 3.2457 0.3339 -5.1343
H 2.3387 1.5112 0.9823
```

Calculated values
Total energy: -3148.0283 Ha
Kohn-Sham gap: 7.22 eV
Charge: +1
Energy relative to the best compared isomer or geometry (same formula, charge and spin): 0.532 eV
HOMO energy: -9.156 eV



A molecular structure, CH3BrO3S in a non-equilibrium geometry, computed with ωB97M-V/def2-TZVPD.

Geometry as XYZ:
```
9
CH3BrO3S | the OMol25 dataset | ωB97M-V/def2-TZVPD
C 1.1732 0.4079 -0.0612
H 1.0912 1.3536 -0.5219
O -1.7494 -1.6834 -0.7023
O 0.3358 -0.4760 -0.7537
S -0.9558 -0.7567 0.0079
Br -2.2467 1.5047 -0.0542
H 0.7528 0.3590 0.9019
H 2.2400 0.0063 -0.2009
O -0.6410 -0.7154 1.3844
```

Calculated values
Total energy: -3237.7515 Ha
Kohn-Sham gap: 8.89 eV
Energy relative to the best compared isomer or geometry (same formula, charge and spin): 1.062 eV
HOMO energy: -10.549 eV



A molecular structure, C18H19ClN2O3S in a non-equilibrium geometry, computed with ωB97M-V/def2-TZVPD.

Geometry as XYZ:
```
44
C18H19ClN2O3S | the OMol25 dataset | ωB97M-V/def2-TZVPD
C -0.3432 -0.2469 1.2513
H -0.2438 -2.2502 3.5504
C 3.7688 -1.0457 2.4198
O 0.5245 -0.1864 -2.5362
H -1.8436 -2.7892 2.9814
H -0.4207 3.6725 -2.8331
C -1.1666 3.0781 -3.3185
H -3.8250 0.8996 -5.1479
C -3.0813 1.5200 -4.6184
H -2.8733 -0.6419 0.8066
C -3.1434 2.9228 -4.6987
H -2.9881 0.1028 2.4179
N -1.2434 -1.0818 1.9735
C -1.2055 1.7022 -3.0957
C -1.1448 0.2704 -0.4089
H -0.4356 -3.0332 1.9863
H 1.6028 1.5513 2.3647
O 5.0123 -1.2385 2.9055
C 1.6935 -1.7319 1.4051
C 1.1092 -0.4773 1.6409
H 3.8861 1.0383 2.9877
O 0.6757 1.9657 -1.2461
C -2.6509 -0.7962 1.8769
C 3.2436 0.2468 2.5917
C -2.1463 3.6883 -4.0946
H 6.4329 -2.4735 3.5444
H 3.3245 -3.0769 1.7543
C -2.0791 0.9164 -3.8372
C -4.2275 3.5591 -5.4117
C 5.4996 -2.5942 3.0036
H -1.7117 1.1751 -0.2027
H 1.1405 -2.4566 0.8141
H -2.0823 -0.1731 -3.7836
C 2.9543 -2.0577 1.8790
H -2.1758 4.7617 -4.2282
N -5.0968 4.1012 -5.9704
H 4.7907 -3.1539 3.5921
Cl -2.3312 -0.8005 -1.1357
H -0.5874 0.7945 1.5339
S -0.1109 0.8919 -1.8219
H -3.2175 -1.6908 2.1661
H 5.6942 -3.0593 2.0306
C 1.9376 0.5179 2.2327
C -0.9151 -2.3211 2.6787
```

Calculated values
Total energy: -1890.7582 Ha
Kohn-Sham gap: 7.99 eV
Energy relative to the best compared isomer or geometry (same formula, charge and spin): 5.971 eV
HOMO energy: -8.323 eV



Which of these has the lowest Kohn-Sham gap?
C47H49MgN4O3P2



Which value of total energy does entry 1 give?
-265.4785 Ha